Record 1
{
  "formula": "C3H11N",
  "method": "the ωB97M-V functional and the def2-TZVPD basis",
  "species": ["C", "C", "H", "H", "H", "H", "H", "H", "C", "N", "H", "H", "H", "H", "H"],
  "xyz": [[-2.38016, 0.64416, 0.06437], [-3.09869, -0.18825, -1.06424], [-3.10433, 0.71253, 0.88041], [-1.34820, 0.23428, 0.35315], [-2.29269, 1.66843, -0.29691], [-4.15816, 0.00473, -1.05281], [-2.88317, -1.24226, -1.04264], [-2.79474, 0.18966, -2.04227], [3.51950, -0.58330, 1.00724], [2.65271, -0.20048, -0.16153], [3.22622, -1.58118, 1.28929], [4.56068, -0.58471, 0.65328], [3.60677, 0.10888, 1.88940], [2.80854, 0.65125, -0.54266], [1.68573, 0.16628, 0.06593]],
  "forces_ev_per_a": [[-0.1, -0.8, -0.7], [1.1, 1.2, 0.0], [0.7, -0.2, 0.4], [-1.7, 0.6, -0.3], [0.4, 0.0, 0.0], [-0.5, -0.2, 0.3], [-0.1, -0.4, 0.2], [0.3, -0.2, 0.0], [0.2, 1.5, -0.7], [-2.5, -1.8, 2.1], [0.0, -0.2, 0.3], [-0.3, -0.4, -0.2], [-0.8, -0.5, -0.6], [2.7, 3.2, -1.8], [0.7, -1.9, 0.9]],
  "orbital_gap_ev": 10.6,
  "total_energy_ha": -175.59938,
  "homo_energy_ev": -9.62,
  "smiles": "CC.CN"
}

***

Record 2
{
  "formula": "HN3O3",
  "method": "the ωB97M-V functional and the def2-TZVPD basis",
  "species": ["O", "N", "N", "N", "O", "O", "H"],
  "xyz": [[1.77711, 1.20535, -0.53003], [1.11869, 1.18186, 0.48508], [0.14687, 0.30000, 0.47666], [-0.83771, -0.01312, 1.64022], [-0.77291, 0.74511, 2.53477], [-1.49055, -0.96640, 1.42030], [-0.00505, -0.32949, -0.32719]],
  "forces_ev_per_a": [[-0.5, -0.3, 0.2], [0.4, 0.8, 0.8], [-1.7, -1.8, -0.3], [2.6, 1.5, -1.8], [-0.3, 0.3, 0.9], [-0.6, -0.8, -0.2], [0.1, 0.3, 0.4]],
  "orbital_gap_ev": 9.7,
  "total_energy_ha": -390.37523,
  "homo_energy_ev": -10.36,
  "smiles": "O=NN[N+](=O)[O-]"
}